No. 1
Computed, not measured: a cluster of 7 separate species, C26H42O10S2 in total in a non-equilibrium geometry, with ωB97M-V/def2-TZVPD.

```
80
Properties=species:S:1:pos:R:3:forces:R:3:lowdin_charge:R:1
C -3.9573 6.2539 0.6602 -0.4 -0.2 0.1 -0.269
S -5.3894 7.2377 1.3295 -0.8 -2.4 -0.4 0.848
O -6.7068 6.5464 0.9092 2.4 1.1 0.9 -0.590
C -4.9450 6.7297 3.0560 -0.7 0.7 -0.5 -0.269
H -3.9371 6.2666 -0.4295 0.1 0.4 0.1 0.045
H -4.0029 5.2098 0.9696 -0.6 0.0 0.1 0.048
H -3.0399 6.6095 1.1294 0.0 0.5 -0.3 0.044
H -5.7441 7.1879 3.6387 0.2 -0.1 0.3 0.039
H -3.9790 7.1853 3.2738 -0.1 0.1 0.1 0.047
H -4.9040 5.6531 3.2209 -0.1 0.1 -0.3 0.056
C 2.0371 -0.2755 -1.3084 -0.7 -0.2 -0.4 -0.253
S 0.3595 0.1552 -0.6005 0.3 1.8 -0.8 0.827
O -0.4134 0.8392 -1.7301 1.2 -1.0 1.4 -0.589
C 0.9151 1.5246 0.5396 0.0 -0.6 -0.4 -0.256
H 2.4149 0.5884 -1.8552 -0.1 0.0 0.0 0.049
H 1.7879 -1.0792 -2.0012 -0.1 0.2 -0.3 0.034
H 2.8216 -0.7165 -0.6933 -0.4 0.4 0.7 0.051
H 1.5778 1.0792 1.2815 -0.1 0.0 0.1 0.043
H 0.0441 1.9719 1.0185 -0.1 -0.3 -0.1 0.042
H 1.4545 2.3179 0.0219 -0.1 -0.2 -0.3 0.051
C 5.3474 3.1217 -7.6826 -0.4 -0.5 -0.6 -0.115
C 5.8879 3.7902 -8.7802 0.7 -0.5 -0.2 -0.086
C 6.1889 3.1099 -9.9992 -0.8 -0.2 1.5 -0.083
C 5.8475 1.7655 -10.0669 -0.3 -0.4 1.4 -0.109
C 5.1935 1.0940 -8.9887 0.8 1.6 -0.4 -0.073
C 4.9708 1.7837 -7.7651 -0.1 -0.7 -1.8 -0.089
H 5.1121 3.6277 -6.7580 0.2 0.3 0.0 0.097
H 6.1705 4.8087 -8.5580 0.0 0.3 -0.6 0.091
H 6.6302 3.5391 -10.8865 0.2 0.5 0.3 0.094
H 6.1719 1.1573 -10.8983 -0.3 0.1 -0.3 0.092
H 4.9168 0.0857 -9.2591 -0.2 -0.2 0.8 0.089
H 4.4425 1.3306 -6.9392 0.1 -0.2 0.0 0.093
O 0.0717 4.7593 5.4716 1.5 -1.2 3.1 0.063
C 0.4017 4.2582 6.5659 -2.9 1.1 -3.3 -0.459
O 1.6170 3.8624 6.8783 1.9 1.2 -1.2 0.065
C 1.6139 3.0898 8.0333 0.0 -2.0 0.8 -0.206
C 0.4315 3.5144 8.7788 -2.2 -0.3 1.4 -0.183
C -0.5846 3.8581 7.6684 1.6 0.7 0.6 -0.048
H 2.4726 3.0663 8.7042 0.6 0.7 -0.9 0.139
H 1.4511 2.0663 7.6954 0.2 -0.3 0.0 0.135
H 0.6281 4.3222 9.4837 0.0 0.4 -0.4 0.121
H 0.0889 2.6944 9.4100 -0.1 -0.1 0.0 0.119
H -1.1989 4.7113 7.9561 -0.3 -0.3 -0.4 0.125
H -1.1287 2.9808 7.3188 -0.2 0.2 0.1 0.130
O 3.5461 -6.1499 -0.7573 0.1 -2.8 -1.9 0.095
C 3.5083 -7.1460 -1.4816 0.3 1.4 3.4 -0.399
O 3.9237 -8.4185 -1.0167 0.1 2.4 0.9 0.012
C 3.8457 -9.3567 -2.0348 -0.4 -1.2 -1.0 -0.202
C 2.7983 -8.7509 -2.9372 -1.6 -1.4 -1.2 -0.186
C 2.9507 -7.2767 -2.8493 0.3 -0.2 -0.1 -0.093
H 3.4940 -10.3332 -1.7019 -0.1 0.2 0.6 0.125
H 4.8381 -9.5878 -2.4220 0.1 0.5 -0.5 0.126
H 1.8111 -8.9719 -2.5312 0.0 -0.1 0.8 0.120
H 2.5936 -9.1768 -3.9194 1.0 0.1 -0.4 0.122
H 1.9653 -6.8120 -2.8833 0.5 0.6 -0.4 0.139
H 3.7238 -6.9370 -3.5385 -0.4 0.6 -0.3 0.141
O -8.1401 -2.2774 -2.8284 0.0 1.7 0.3 0.087
C -7.8708 -1.1114 -2.5774 0.7 -3.3 -1.1 -0.502
O -8.7461 -0.2780 -2.0338 -0.9 0.8 0.3 0.028
C -8.1415 1.0132 -1.7279 0.1 -1.3 0.1 -0.128
C -6.6725 0.6216 -1.7170 0.5 1.8 -1.1 -0.167
C -6.5094 -0.4679 -2.7930 -0.8 1.0 1.3 -0.058
H -8.4712 1.3416 -0.7423 -0.2 -0.1 -0.1 0.125
H -8.4562 1.7494 -2.4676 0.2 -0.1 -0.2 0.126
H -6.4300 0.2781 -0.7113 0.4 0.1 -0.2 0.123
H -6.1536 1.5139 -2.0673 0.7 0.0 0.8 0.114
H -5.6117 -1.0585 -2.6098 -0.5 -0.4 -0.1 0.125
H -6.4588 -0.0390 -3.7938 0.0 0.0 0.0 0.127
O 3.3381 -3.3571 5.0804 -2.3 0.3 -0.6 0.083
C 2.1444 -3.4468 4.8032 2.4 -2.5 0.8 -0.498
O 1.3138 -2.4624 4.6696 -0.8 3.0 -0.3 0.046
C -0.0702 -2.8512 4.5033 0.8 0.5 0.5 -0.131
C 0.0175 -4.2775 4.1425 -0.9 -2.2 -0.4 -0.187
C 1.3494 -4.7609 4.6075 2.0 0.7 0.6 -0.076
H -0.5646 -2.2382 3.7497 0.3 0.2 0.2 0.132
H -0.5293 -2.7595 5.4876 -0.2 0.4 -0.1 0.130
H -0.0452 -4.4847 3.0742 -0.5 0.2 0.0 0.126
H -0.7475 -4.7989 4.7177 -0.3 -0.3 -0.6 0.120
H 1.9552 -5.3499 3.9189 -0.4 -0.2 -0.1 0.129
H 1.3638 -5.2638 5.5745 -0.1 -0.1 0.0 0.127
```
Positions in Å, forces in eV/Å.

Its HOMO-LUMO gap is 9.3 eV. Its max |F| is 4.53 eV/A. The value obtained for the HOMO energy is -9.13 eV. As for the spin multiplicity: 1. The calculation puts the total energy at -69784.7064 eV.

=====

No. 2
Computed, not measured: a cluster of 14 separate species, C48H128B6F24N8O16 in total in a non-equilibrium geometry, with ωB97M-V/def2-TZVPD.

```
230
Properties=species:S:1:pos:R:3:forces:R:3:lowdin_charge:R:1
C 1.9868 6.7545 5.7657 -0.5 0.2 1.1 -0.072
O 2.6941 6.1974 6.8807 1.1 -0.2 -0.4 -0.195
C 1.9431 6.1574 8.0478 -1.2 -0.9 -0.3 -0.237
C 2.5087 5.2185 9.0938 1.4 0.2 -0.2 -0.080
N 2.4641 3.7677 8.6599 0.2 -0.2 -0.3 0.066
H 1.4931 3.4528 8.6805 0.0 -0.1 0.1 0.183
H 2.7572 3.5761 7.6926 0.1 0.6 -0.2 0.147
C 3.3082 2.7595 9.4280 -0.9 1.2 1.2 -0.083
C 3.1427 1.3812 8.8159 2.1 0.6 0.3 -0.194
O 3.3761 1.5052 7.4313 -0.5 1.2 1.1 -0.207
C 3.5151 0.2279 6.8045 -0.2 1.7 -0.4 -0.073
H 1.1451 6.0937 5.5471 0.1 0.0 -0.5 0.088
H 2.6575 6.9119 4.9280 0.1 -0.3 0.0 0.092
H 1.5611 7.7169 6.0660 0.1 0.1 -0.1 0.095
H 0.9753 5.6933 7.7909 -0.4 0.5 0.1 0.132
H 1.7844 7.1570 8.4619 -0.1 -0.1 0.2 0.143
H 2.0052 5.3451 10.0497 -0.3 -0.3 -0.1 0.141
H 3.5479 5.4843 9.2977 0.1 -0.3 -0.2 0.141
H 2.9247 2.8645 10.4464 -0.1 -0.7 0.1 0.136
H 4.3139 3.1629 9.5352 0.1 -0.2 -0.8 0.140
H 2.2309 0.9282 9.2143 -0.3 -0.3 -0.8 0.143
H 4.0204 0.8420 9.1914 -0.4 -0.5 0.5 0.146
H 4.2243 -0.4570 7.2754 0.2 1.0 0.3 0.104
H 3.8326 0.4555 5.7895 0.1 -0.1 0.0 0.089
H 2.5662 -0.3156 6.7804 0.2 2.8 0.6 0.077
C 1.5678 -4.3854 0.8845 -0.8 0.5 -0.7 -0.081
O 1.2852 -5.0725 2.0877 0.0 0.3 -0.1 -0.172
C 2.0348 -4.6120 3.1968 0.0 -0.8 -0.2 -0.187
C 1.1866 -4.9535 4.4125 0.2 1.0 -0.3 -0.043
N -0.0921 -4.1125 4.3430 0.7 -0.2 1.8 0.109
H -0.1646 -3.5824 3.4691 -0.1 -0.3 -0.3 0.128
H -0.8602 -4.7743 4.4227 -0.3 0.2 -0.5 0.165
C -0.3280 -3.1331 5.4957 -1.2 0.1 -1.0 -0.070
C -0.4443 -3.7830 6.8505 1.9 -1.7 -0.8 -0.196
O -1.4370 -4.8131 6.8994 -0.4 1.1 -0.2 -0.172
C -2.2530 -4.7164 8.0428 0.2 0.1 0.7 -0.110
H 1.4158 -3.3100 1.0180 0.5 0.1 0.3 0.062
H 0.8019 -4.6099 0.1389 0.0 -0.6 0.2 0.093
H 2.5395 -4.6054 0.4420 0.2 0.0 0.3 0.098
H 2.2886 -3.5483 3.1302 -0.4 0.2 0.1 0.125
H 3.0053 -5.1163 3.2278 0.0 -0.2 0.3 0.140
H 1.7301 -4.7236 5.3289 -0.2 0.0 0.1 0.118
H 0.8504 -5.9860 4.4127 0.3 -0.1 -0.1 0.140
H -1.2677 -2.6871 5.1658 0.0 0.2 0.4 0.114
H 0.4197 -2.3457 5.4576 0.3 -0.3 0.1 0.122
H -0.3942 -3.0101 7.6166 -0.8 -0.1 0.2 0.139
H 0.4708 -4.3658 6.9772 0.3 0.5 0.3 0.106
H -1.7279 -5.0152 8.9606 0.2 -0.1 -0.2 0.092
H -3.0994 -5.3931 7.9435 -0.1 0.3 -0.2 0.090
H -2.5256 -3.6702 8.2168 -0.5 -0.1 -0.2 0.085
C -10.1119 0.1954 -4.3973 0.4 0.0 1.1 -0.076
O -8.7084 0.1999 -4.6325 0.2 0.4 -0.9 -0.202
C -8.2057 1.5241 -4.8191 -0.9 -0.2 1.4 -0.208
C -6.7053 1.4486 -4.8493 -0.1 -1.0 -0.2 -0.070
N -6.2404 0.4944 -3.7704 -0.5 0.3 0.7 0.051
H -6.8357 0.5435 -2.9432 0.0 0.8 0.0 0.160
H -6.4861 -0.4651 -4.0410 0.8 -0.1 -0.6 0.165
C -4.7704 0.6130 -3.3591 -1.2 -0.7 0.0 -0.068
C -3.9967 -0.1555 -4.4261 1.3 0.8 1.1 -0.214
O -4.5450 -1.4155 -4.7059 -0.2 0.7 0.2 -0.179
C -4.2131 -2.4138 -3.7231 -0.3 0.1 -0.4 -0.039
H -10.2605 0.7027 -3.4338 -0.3 0.0 0.0 0.083
H -10.3962 -0.8436 -4.2570 -0.2 0.0 -0.3 0.099
H -10.7173 0.7193 -5.1364 0.2 -0.2 -0.3 0.099
H -8.5379 2.0843 -3.9329 0.1 0.3 0.0 0.122
H -8.6378 2.0255 -5.6853 0.2 -0.1 -0.2 0.142
H -6.2105 2.4031 -4.7016 0.0 0.0 -0.1 0.145
H -6.4603 0.9824 -5.8027 0.6 0.2 0.1 0.148
H -4.7018 0.1755 -2.3614 0.0 -0.3 -0.1 0.115
H -4.5281 1.6626 -3.2069 0.2 0.0 -0.5 0.137
H -2.9954 -0.2147 -3.9898 0.2 -0.2 -0.4 0.100
H -3.8948 0.4984 -5.2910 -0.1 -0.5 -0.4 0.143
H -4.8328 -3.2484 -4.0407 0.4 -0.3 0.3 0.104
H -4.4926 -2.1100 -2.7090 -0.1 0.0 0.0 0.087
H -3.1459 -2.6378 -3.7186 0.0 -0.2 -0.1 0.085
C 2.0737 8.5763 1.4761 -0.5 -0.2 -0.1 -0.077
O 2.6145 7.2674 1.6779 0.1 0.3 -0.6 -0.196
C 3.6650 6.9387 0.7775 0.2 0.5 1.9 -0.204
C 4.2282 5.6118 1.2833 -0.2 0.5 -1.0 -0.082
N 3.2802 4.4738 1.0065 0.8 -0.7 -0.5 0.084
H 2.3571 4.5990 1.4479 -0.3 0.1 0.4 0.132
H 3.0658 4.4161 0.0105 -0.1 0.4 0.0 0.174
C 3.8510 3.0863 1.3175 -0.5 1.0 0.0 -0.065
C 3.9124 2.8687 2.8012 0.5 -0.7 1.6 -0.188
O 2.7462 3.2528 3.5093 -0.3 0.6 -1.2 -0.161
C 2.9353 3.6078 4.8446 -1.1 0.1 1.4 -0.107
H 1.1025 8.4454 0.9998 0.0 0.3 -0.1 0.094
H 2.6946 9.2384 0.8696 0.2 -0.3 -0.2 0.089
H 1.9406 9.0972 2.4239 0.0 -0.3 0.2 0.086
H 4.4190 7.7196 0.9288 0.4 -0.3 -0.2 0.130
H 3.4424 6.9793 -0.2923 -0.5 -0.4 0.0 0.136
H 4.4600 5.6454 2.3427 -0.3 0.0 0.1 0.134
H 5.1764 5.5034 0.7549 -0.1 -0.8 -0.1 0.136
H 4.8390 3.0747 0.8617 0.1 -0.2 0.2 0.132
H 3.2334 2.3448 0.8156 -0.2 0.2 0.1 0.116
H 4.7370 3.3910 3.2949 0.4 0.0 -0.4 0.128
H 4.0587 1.7971 2.9614 0.4 -0.1 -0.1 0.128
H 2.9047 2.7505 5.5252 0.6 -0.3 -0.3 0.071
H 2.0615 4.1709 5.1798 -0.3 0.1 -0.5 0.072
H 3.7483 4.2867 5.1170 0.6 -0.3 -0.6 0.100
C -10.1000 -0.4849 3.7166 0.3 0.7 -0.2 -0.049
O -9.7024 0.2468 2.5535 0.7 -0.3 -1.0 -0.207
C -9.4965 1.6254 2.7158 -1.2 -0.5 0.8 -0.241
C -9.0520 2.2271 1.4163 1.5 -0.3 -0.2 -0.057
N -7.8106 1.4972 0.8678 -0.6 -0.1 0.4 0.061
H -8.1215 0.6639 0.3691 0.1 -0.3 0.3 0.172
H -7.4265 2.1399 0.1752 0.3 -0.2 -0.1 0.167
C -6.7102 1.2012 1.8716 -0.2 1.3 0.0 -0.077
C -5.4950 0.6506 1.1568 0.2 -0.5 0.0 -0.200
O -4.7984 1.6419 0.4410 -0.8 0.1 -0.2 -0.186
C -3.8196 2.3195 1.1968 1.5 0.1 0.5 -0.080
H -10.2375 -1.5209 3.4237 -0.1 0.1 -0.1 0.099
H -11.0291 -0.0478 4.0851 0.0 -0.2 0.3 0.098
H -9.2861 -0.4282 4.4427 -0.2 0.0 0.3 0.096
H -8.7950 1.8790 3.5181 0.2 -0.2 0.0 0.130
H -10.4575 2.0423 3.0365 0.1 0.6 -0.2 0.143
H -8.6194 3.2122 1.5859 -0.7 0.3 0.0 0.142
H -9.7562 2.1799 0.5898 -0.3 0.2 0.3 0.141
H -7.0866 0.6455 2.7257 -0.2 -0.5 -0.5 0.135
H -6.5119 2.2020 2.2644 0.4 -0.1 0.1 0.138
H -5.8191 -0.0869 0.4160 0.0 -0.1 0.0 0.133
H -4.8630 0.1009 1.8597 0.2 0.1 0.0 0.134
H -3.3212 3.0903 0.6111 -0.4 0.0 -0.3 0.093
H -3.0036 1.6410 1.4649 -0.2 -0.2 0.1 0.080
H -4.1615 2.7602 2.1389 -0.4 0.0 -0.1 0.099
C 3.4225 -5.1337 -13.4774 0.8 -0.4 0.0 -0.080
O 2.2666 -5.6448 -12.8356 -0.7 -0.2 -0.7 -0.154
C 1.9474 -4.9791 -11.6776 0.0 1.2 1.2 -0.257
C 0.5857 -5.3797 -11.0864 1.2 -1.9 0.9 -0.060
N 0.5282 -5.0896 -9.5895 0.0 1.3 -0.5 0.044
H 1.3486 -5.4106 -9.0705 -0.1 -0.7 -0.3 0.183
H 0.6311 -4.0779 -9.4558 -0.5 0.1 0.2 0.173
C -0.7778 -5.5208 -8.9526 0.3 1.6 1.1 -0.069
C -0.8001 -5.0906 -7.4823 0.8 -0.2 0.3 -0.213
O -0.5629 -3.7067 -7.4003 -0.3 -0.4 -0.9 -0.191
C -0.8199 -3.1899 -6.1026 -0.4 1.2 0.1 -0.079
H 4.2866 -5.2140 -12.8107 0.0 0.2 0.1 0.094
H 3.3469 -4.1074 -13.8401 -0.4 0.1 0.2 0.095
H 3.6609 -5.7676 -14.3279 -0.3 -0.1 0.0 0.097
H 1.9282 -3.8848 -11.7908 0.1 0.0 -0.3 0.135
H 2.7247 -5.1712 -10.9191 0.0 -0.1 0.1 0.132
H 0.5698 -6.4692 -11.0214 -0.3 -0.1 -0.9 0.139
H -0.2991 -4.9921 -11.5786 0.0 0.1 0.1 0.142
H -0.9282 -6.5906 -9.0410 -0.1 0.0 -0.4 0.144
H -1.4941 -4.8512 -9.4247 -0.4 -0.7 -0.4 0.140
H -0.0142 -5.5948 -6.9066 -0.1 -0.4 0.0 0.141
H -1.7555 -5.3533 -7.0216 -0.1 -0.1 -0.1 0.141
H -1.1267 -2.1509 -6.2427 0.4 0.1 0.0 0.091
H 0.0793 -3.2236 -5.4901 -0.1 -0.3 0.2 0.089
H -1.6768 -3.6603 -5.6202 0.3 -0.5 0.1 0.079
C 8.8558 1.4908 -5.6842 0.5 0.2 0.1 -0.079
O 7.8410 1.1839 -4.7478 -0.7 -0.5 -0.2 -0.191
C 8.1063 1.4199 -3.3941 0.4 0.7 0.3 -0.212
C 6.9694 0.8729 -2.5350 0.1 0.0 -0.3 -0.072
N 5.6335 0.9659 -3.2066 -0.2 -0.4 0.0 0.068
H 5.3364 1.9366 -3.2935 0.1 0.1 0.0 0.183
H 5.5972 0.5974 -4.1625 0.6 -0.1 0.0 0.167
C 4.5598 0.2176 -2.4592 0.2 -0.3 -0.2 -0.085
C 3.2921 0.2822 -3.2742 -1.4 -0.3 1.2 -0.207
O 3.4788 -0.3259 -4.5215 1.7 0.2 0.0 -0.169
C 2.4013 -0.2020 -5.4020 -0.9 0.8 -0.6 -0.092
H 8.5777 1.1895 -6.6920 -0.5 -0.3 0.2 0.092
H 9.7769 0.9597 -5.4373 0.1 0.1 0.1 0.095
H 9.0267 2.5687 -5.7410 0.2 0.0 0.3 0.092
H 8.2711 2.4846 -3.1870 -0.4 0.3 -0.3 0.125
H 9.0404 0.9874 -3.0216 0.0 -0.5 -0.3 0.136
H 6.8736 1.4429 -1.6127 0.1 -0.1 0.1 0.136
H 7.1480 -0.1636 -2.2557 -0.3 -0.1 -0.1 0.135
H 4.5468 0.6349 -1.4542 -0.5 0.1 0.0 0.121
H 4.8788 -0.8154 -2.3258 0.2 0.1 -0.2 0.140
H 2.8639 1.2937 -3.2675 0.2 0.2 -0.7 0.132
H 2.5036 -0.2825 -2.7618 0.1 0.0 0.4 0.128
H 1.4732 -0.5263 -4.9277 -0.1 0.0 -0.2 0.070
H 2.5865 -0.7388 -6.3318 0.3 -0.4 0.3 0.091
H 2.2620 0.8354 -5.7250 -0.1 0.1 0.3 0.098
C 2.4376 -0.6086 3.9403 -0.6 0.3 -0.4 -0.067
O 1.4935 -0.8076 2.8878 0.1 -0.5 0.1 -0.167
C 1.7444 0.0236 1.7848 -0.2 0.3 0.3 -0.205
C 0.8339 -0.2858 0.6275 -0.6 -0.5 0.2 -0.067
N -0.6221 0.0956 0.8781 1.0 0.0 -1.4 0.119
H -1.0290 -0.5135 1.5957 0.2 0.3 -0.2 0.112
H -0.5417 1.0541 1.2290 -0.6 0.0 0.3 0.104
C -1.3957 0.0848 -0.4290 0.6 0.2 -0.4 -0.071
C -1.2080 -1.1391 -1.3144 -0.4 -0.2 0.4 -0.200
O 0.0731 -1.1913 -1.8818 0.5 0.4 0.1 -0.190
C 0.0864 -2.1129 -2.9525 -0.5 -0.1 -0.3 -0.076
H 2.4725 0.4470 4.2424 0.0 0.1 -0.3 0.073
H 3.4263 -0.9433 3.6250 0.2 -0.1 0.1 0.113
H 2.0971 -1.1375 4.8250 0.1 -0.2 -0.5 0.062
H 2.7625 -0.0842 1.3896 0.1 -0.1 0.2 0.123
H 1.5873 1.0486 2.1505 0.2 0.3 -0.4 0.117
H 0.8065 -1.3452 0.3912 0.3 0.0 0.1 0.117
H 1.1620 0.2403 -0.2650 -0.1 0.1 0.1 0.128
H -1.0715 0.9126 -1.0661 0.4 0.2 0.4 0.134
H -2.4527 0.2880 -0.2783 0.0 -0.4 0.5 0.106
H -1.9538 -0.9634 -2.1039 0.0 -0.2 -0.1 0.108
H -1.4260 -2.0995 -0.8359 -0.2 0.1 0.2 0.135
H -0.2093 -3.1082 -2.6135 0.0 0.0 -0.1 0.086
H 1.0665 -2.1534 -3.4260 0.1 0.2 0.3 0.085
H -0.6296 -1.7268 -3.6910 0.0 -0.3 -0.2 0.077
B -2.0558 -2.1451 2.5123 -0.3 -0.9 -0.1 -1.281
F -2.8953 -1.4514 1.6063 0.0 0.0 -0.1 0.107
F -1.0147 -2.8204 1.8268 0.0 0.6 -0.1 0.121
F -1.4918 -1.2020 3.3813 0.1 0.3 0.0 0.120
F -2.7634 -3.1064 3.2109 -0.3 0.0 0.4 0.148
B -0.1134 3.4780 0.9356 -0.1 1.5 -0.5 -1.264
F -1.1768 3.9235 0.1545 -0.1 -0.5 -0.1 0.130
F 0.4490 4.6354 1.5253 0.5 0.1 0.5 0.094
F -0.5596 2.5856 1.9152 0.0 -0.1 0.3 0.125
F 0.9021 2.9061 0.1600 0.2 -0.5 -0.2 0.129
B -0.8896 1.7115 -4.5254 0.5 -0.1 -0.6 -1.268
F -1.2697 2.6488 -5.4912 -0.1 0.5 0.6 0.103
F -0.9500 0.4813 -5.2075 -0.3 -0.9 0.3 0.082
F 0.4293 1.8824 -4.0841 0.1 0.3 0.1 0.101
F -1.7313 1.7260 -3.3826 -0.4 -0.1 -0.2 0.086
B 3.5159 -2.7554 7.1577 0.1 -0.7 0.3 -1.223
F 2.5456 -3.7264 7.4735 0.3 -0.1 0.1 0.104
F 2.7777 -1.6846 6.5612 -0.8 -5.4 -1.1 -0.025
F 4.1377 -2.2394 8.3060 -0.2 -0.2 0.1 0.107
F 4.4671 -3.2411 6.2773 -0.3 0.1 -0.1 0.147
B -1.5860 -5.6334 -2.7448 0.5 0.0 0.6 -1.267
F -2.7849 -6.3176 -2.7402 -0.4 -0.3 -0.2 0.120
F -0.5500 -6.3598 -2.1492 -0.1 -0.1 -0.1 0.102
F -1.2083 -5.3165 -4.0793 -0.1 0.2 -0.2 0.063
F -1.7560 -4.4346 -1.9959 -0.1 0.4 -0.2 0.058
B 5.5314 -1.0960 0.5594 0.3 -0.9 0.9 -1.288
F 5.6943 0.2937 0.7549 -0.3 1.0 -0.7 0.072
F 6.5130 -1.5841 -0.3119 0.3 0.3 -0.3 0.106
F 5.6486 -1.6509 1.8357 -0.2 -0.3 -0.3 0.113
F 4.2844 -1.4015 -0.0233 -0.3 0.4 0.1 0.090
```
Positions in Å, forces in eV/Å.

Its HOMO-LUMO gap is 6.8 eV. Its max |F| is 5.54 eV/A. The value obtained for the HOMO energy is -11.45 eV. The total charge is +2. As for the spin multiplicity: 1. The calculation puts the total energy at -165823.1521 eV. For the relative energy (zero: lowest compared OMol25 entry of this formula, charge and spin), the calculation gives 0.0 kJ/mol.